61
Properties=species:S:1:pos:R:3:lowdin_charge:R:1 method="wB97M-V/def2-TZVPD" e_tot_ha=-4716.6168 charge=-1
C 1.13915 -5.62200 2.51960 -0.0902
C -0.10055 -5.66273 1.62220 -0.1967
C -0.14113 -4.48330 0.65642 -0.3886
C -1.01986 -4.74355 -0.57203 -0.0191
O -0.72374 -3.38814 1.41080 -0.1986
P -0.05451 -1.97538 1.21506 0.3060
O 0.26682 -1.68265 -0.17321 -0.2024
O 1.17424 -1.96011 2.20674 -0.1586
C 2.36427 -1.27529 1.75048 -0.1936
C 3.41366 -2.26822 1.28271 -0.2516
C 4.29426 -1.68359 0.17939 -0.5918
Br 6.18931 -1.99215 0.49043 0.5966
O -1.06817 -0.99966 1.95049 -0.3893
P -2.64223 -0.89881 1.52011 0.3130
S -3.79472 -2.33438 2.13114 0.1074
H 1.37016 -4.59721 2.79724 0.0618
H 0.97129 -6.18018 3.43667 0.0670
H 1.99184 -6.05782 2.00302 0.0713
H -0.97108 -5.55061 2.26472 0.1202
H -0.16911 -6.60021 1.08075 0.1049
H 0.86785 -4.23840 0.33392 0.1223
H -0.47024 -4.57491 -1.49276 0.0788
H -1.38727 -5.76507 -0.57611 0.0699
H -1.86344 -4.06303 -0.55184 0.0813
H 2.13513 -0.53281 0.99591 0.0946
H 2.73839 -0.74183 2.61991 0.1318
H 4.04534 -2.55873 2.11754 0.0846
H 2.94722 -3.18659 0.93662 0.1007
H 4.08129 -2.14868 -0.77328 0.0566
H 4.15556 -0.61529 0.07263 0.0574
H -3.02111 0.29764 2.10608 -0.0090
H -2.67075 -0.67760 0.14532 -0.0040
C -0.97304 5.40376 0.06928 -0.0470
C -1.61672 4.12781 -0.50848 -0.5360
C -1.94340 4.36701 -1.98967 -0.1649
C -0.72492 4.39454 -2.91650 -0.1849
C 0.42760 3.52463 -2.39293 -0.1546
C -0.00255 2.41808 -1.42341 -0.5528
N -0.67347 3.02038 -0.29333 -0.2056
O -1.12763 2.09749 0.67163 -0.3319
C 1.27657 1.77370 -0.89735 -0.0582
C -0.81656 1.34509 -2.17198 -0.0291
C -2.94047 3.90536 0.20928 -0.0773
H -0.76290 5.25472 1.12922 0.0779
H -1.63120 6.27875 -0.03342 0.0692
H -0.03022 5.62803 -0.43261 0.0639
H -2.62449 3.58078 -2.32525 0.0950
H -2.50639 5.30178 -2.09041 0.1061
H -1.03055 4.04982 -3.90878 0.0971
H -0.37387 5.42119 -3.05470 0.0958
H 0.96444 3.08315 -3.23874 0.1065
H 1.15523 4.15751 -1.87573 0.1033
H 1.84155 2.50339 -0.31205 0.0824
H 1.90474 1.42415 -1.72752 0.0769
H 1.03571 0.92738 -0.26858 0.0370
H -0.22950 0.91392 -2.99081 0.0750
H -1.73657 1.74877 -2.59974 0.0648
H -1.07839 0.53839 -1.49073 0.0467
H -3.58971 4.77415 0.04671 0.0723
H -2.79203 3.77943 1.27892 0.0676
H -3.44919 3.01816 -0.16901 0.0721